1.
A gas-phase ion, C2H5NO2P (charge -1). Source: the Open Molecules 2025 dataset; level of theory: ωB97M-V/def2-TZVPD.

Geometry as XYZ:
```
11
Properties=species:S:1:pos:R:3:forces:R:3:mulliken_charge:R:1
H 1.70345 1.00060 0.51523 -1.2837 -0.1185 0.1139 0.3418
H 0.55511 0.96309 -1.78923 0.2984 -1.3582 -0.4672 0.2905
C 0.48208 0.11803 -1.06528 -1.3738 -0.8112 -0.4354 -0.2879
O -2.21292 -1.78388 0.40893 2.9430 1.7690 -0.2138 -0.7748
O -0.91617 -0.40264 -1.14811 2.4114 0.8636 1.3680 -0.3364
H 0.06766 -0.78772 2.21460 0.1556 0.2104 0.1129 -0.0052
H 1.21852 -0.77386 -1.12850 -1.0718 1.5992 -0.2505 0.2708
C 0.61225 0.86914 0.24478 0.2589 -0.2542 1.3712 -0.7079
P -0.72527 0.08424 1.41294 0.8443 0.7557 -0.0619 -0.0530
H 0.12563 1.82499 0.11226 0.3827 0.6390 -0.1614 0.2951
N -0.91035 -1.11199 0.22238 -3.5651 -3.2947 -1.3760 -0.0330
```
Positions in Å, forces in eV/Å.

For the HOMO-LUMO gap, the calculation gives 6.4 eV. The HOMO energy is -0.08160 hartree. The calculation puts the total energy at -17024.6735 eV. As for the SMILES: [O-]N1OCCP1. As for the net charge: -1. The lowest unoccupied orbital energy comes out at 4.191 eV. The relative energy (zero: lowest compared OMol25 entry of this formula, charge and spin) is 157.8 kcal per mole.

=====

2.
A molecular structure, C7H14BBr15N. Source: the Open Molecules 2025 dataset; level of theory: ωB97M-V/def2-TZVPD.

Geometry as XYZ:
```
38
Properties=species:S:1:pos:R:3:forces:R:3:mulliken_charge:R:1
C -5.67805 6.45806 -3.99923 0.0696 -0.0644 0.0749 -0.3181
H 8.05902 -3.77379 -0.37280 0.0495 -0.0086 0.0237 0.3247
H 3.28384 -3.24754 -0.24390 -0.1263 -0.0626 0.1786 -0.2737
B 2.98711 -3.03103 -1.41620 0.3037 -0.0177 -0.4408 0.3708
Br 0.16757 5.65903 5.98337 -0.0672 -0.0131 -0.0144 -0.0176
Br -3.23846 2.89285 1.99780 -0.0387 -0.0804 -0.0862 0.0045
C -0.22881 -3.27751 -1.45536 -0.3903 -0.2796 -0.0430 -0.6144
H 0.19993 -2.37705 -1.88978 0.1709 0.0630 0.1157 0.2473
Br -4.77276 8.10840 -3.58571 -0.0287 -0.0491 -0.0033 -0.0118
H 1.10525 -4.37527 -0.17519 0.0829 -0.0475 0.0424 0.1402
Br -4.42849 5.04368 -4.36944 -0.0470 0.0469 -0.0063 0.0021
C -0.33189 -1.24721 2.24419 0.1493 0.0907 -0.0985 -0.3372
H -2.25998 6.12646 6.02642 -0.0105 0.0030 0.0238 0.3382
Br 6.22583 -5.02410 -1.45069 0.0464 0.0318 0.2264 -0.0056
C 7.26205 -4.37882 0.03093 -0.1239 -0.0029 -0.1641 -0.3026
C -1.66528 5.45517 5.42595 0.0332 -0.0323 -0.0963 -0.3003
H -0.72830 -3.01511 -0.52052 -0.0701 0.1206 0.0596 -0.0361
C -3.21054 3.05272 0.07924 0.1199 -0.0828 -0.0263 -0.3151
Br -3.25242 4.90466 -0.46579 -0.0131 0.0157 0.0274 -0.0407
H -0.27588 -0.70471 3.17542 -0.0511 -0.0088 0.0330 0.3746
C 0.84468 -4.35986 -1.23570 0.2588 0.1509 -0.2412 -0.3377
Br -2.30849 3.66773 5.75872 0.0220 0.0471 -0.0063 -0.0415
H 1.88882 -4.05500 -2.95737 -0.0578 0.0031 0.0246 0.1446
H 4.03272 -3.01885 -2.07067 0.0104 0.1023 -0.0667 -0.2754
N 2.07833 -4.16313 -1.96720 0.1112 -0.0876 0.3252 -0.5742
Br -6.91134 5.96371 -2.60378 0.0389 0.0214 -0.0415 -0.0074
Br 8.10703 -5.82722 1.00408 0.0300 -0.0024 0.0129 -0.0831
Br -2.14298 -1.07070 1.59652 -0.0202 -0.0364 0.0644 -0.0758
Br 0.93326 -0.46043 1.03117 -0.0589 -0.1842 -0.0035 -0.0141
Br 0.10316 -3.08427 2.62239 -0.0250 0.0547 -0.0147 -0.0445
Br -1.71984 2.11806 -0.69209 -0.0639 0.0719 0.0493 0.0446
Br -1.90960 5.95386 3.58527 0.0576 0.0859 0.1132 -0.0041
Br 6.23798 -3.25514 1.20539 0.0126 -0.0707 -0.0594 -0.0265
H 2.50202 -1.88730 -1.50156 -0.1605 0.1601 0.0829 -0.2285
H -1.01035 -3.63931 -2.13086 -0.0143 0.0448 -0.0876 0.3444
H 0.42223 -5.34637 -1.47107 -0.1508 -0.0189 0.0391 0.2794
H -4.11135 2.59118 -0.29645 -0.0337 0.0206 -0.0049 0.3465
H -6.25603 6.62413 -4.89549 -0.0151 0.0155 -0.0119 0.3240
```
Positions in Å, forces in eV/Å.

For the HOMO-LUMO gap, the calculation gives 4.2 eV. The HOMO energy is -0.11304 hartree. The calculation puts the total energy at -1060288.3934 eV. As for the net charge: -1. The lowest unoccupied orbital energy comes out at 1.098 eV.

=====

3.
A molecular structure, C25H32Br2N2OS7SiTa. Source: the Open Molecules 2025 dataset; level of theory: ωB97M-V/def2-TZVPD.

Geometry as XYZ:
```
71
Properties=species:S:1:pos:R:3:forces:R:3:mulliken_charge:R:1
Si -1.26176 -2.60394 1.21857 0.0526 -0.0866 -0.0226 0.2252
C 0.18454 3.15194 1.67841 -0.0152 0.0384 -0.0061 0.7029
H -2.92456 -2.43515 3.02251 -0.0022 -0.0046 -0.0005 0.2840
H 4.04834 -0.03236 -2.88336 0.0044 0.0285 -0.0154 0.4144
H -3.75209 -2.72148 1.48615 -0.0048 -0.0078 0.0062 0.3463
Br 0.94159 4.56754 3.98939 -0.0170 0.0181 -0.0308 -0.1138
C -4.45755 0.06155 -0.42329 -0.0194 0.0252 0.0072 -0.8150
C -4.79427 1.21397 0.27440 0.0158 -0.0084 0.0012 -0.8062
C 2.53079 1.20513 -1.92676 0.0136 -0.0559 0.0315 -0.4311
C -2.75862 1.00748 1.54118 0.0584 0.0009 0.0247 -0.3475
H -2.13053 1.35981 2.35142 -0.0059 0.0016 0.0045 0.3816
C -2.86955 -2.97207 2.07244 -0.0237 0.0214 0.0023 -1.0707
H -4.19630 2.56054 1.83481 0.0014 -0.0020 0.0009 0.5030
Ta 0.48338 0.23316 1.59105 -0.0582 0.2931 -0.2144 -0.8312
C -0.85947 1.51567 -1.30404 0.0376 -0.0012 0.0364 0.7383
C 4.12656 -0.40371 -0.14913 -0.0238 0.0557 0.0013 -1.5517
C -3.27166 -0.60157 -0.15567 0.0461 -0.0566 0.0029 -0.3281
H 1.49241 1.48207 -2.07952 -0.0069 0.0226 -0.0181 -0.1378
N -0.31247 1.74008 -0.11606 -0.0185 -0.0579 0.0431 1.1908
H 1.10685 -2.96175 2.06712 -0.0064 -0.0173 -0.0072 0.1514
C 0.16925 4.37360 2.29273 0.0453 -0.0380 0.1083 -0.0481
S 2.35208 -2.65314 -0.40867 0.0162 0.0043 -0.0424 0.3421
H 4.67997 -2.39133 -0.80676 0.0229 0.0022 0.0197 0.5488
H 3.17690 -3.12810 -4.05221 0.0193 -0.0075 0.0051 0.4934
H -5.12420 -0.32824 -1.18162 0.0020 -0.0029 0.0006 0.4475
H 4.27953 -2.27532 0.89227 -0.0016 -0.0102 -0.0101 0.6093
C 3.98479 -1.94166 -0.09860 -0.0244 -0.0243 0.0154 -1.0893
H 3.07587 0.94728 -3.93907 0.0036 0.0083 0.0006 0.5290
H -0.54372 -2.72591 -1.17216 0.0049 -0.0053 0.0083 -0.0394
C 3.02958 0.30899 -3.05492 -0.0477 -0.0464 -0.0061 -1.0055
C -2.39086 -0.12777 0.81792 -0.0193 0.0734 -0.0270 0.5383
C -3.93939 1.67961 1.26066 -0.0128 0.0043 -0.0073 -0.8224
H 1.60593 -3.83491 -2.26939 0.0107 -0.0111 -0.0221 0.3337
H -0.11631 -3.21803 3.31422 0.0164 0.0015 -0.0008 0.2729
H -0.44125 6.43363 2.15701 -0.0022 -0.0010 0.0020 0.4495
C 2.59137 -3.43703 -2.02021 0.0075 0.0424 0.0231 -1.0919
H 3.11560 2.12575 -1.93884 -0.0015 0.0064 -0.0105 0.6913
H -0.01612 -0.46498 -1.45824 0.0101 -0.0086 -0.0027 -0.3227
H 4.66231 -0.05971 0.73181 0.0343 -0.0211 -0.0044 0.6617
H 0.11049 -4.40454 2.02199 -0.0012 -0.0008 0.0015 0.4147
C 0.10279 -3.33487 2.25354 -0.0181 0.0466 0.0281 -0.7882
S 2.01992 -1.12960 -3.50472 -0.0055 0.0090 0.0237 -0.0890
C -1.17446 -3.32368 -0.51021 -0.0443 0.0036 -0.0296 -0.8694
C -1.03143 4.07789 -0.23139 0.0139 -0.0032 0.0392 0.3851
O 0.71399 2.04057 2.20412 -0.0004 0.0554 -0.0655 -0.0632
H -1.99592 2.30113 -2.94573 0.0030 -0.0020 0.0015 0.6293
S 2.63181 0.62648 -0.19270 -0.0119 -0.0119 0.0119 0.5094
H -2.15746 -3.42399 -0.97399 0.0191 -0.0075 -0.0100 0.5150
C -0.39814 3.00420 0.40814 -0.0093 -0.0425 -0.0534 0.0801
H 4.70756 -0.08284 -1.01157 -0.0076 -0.0054 0.0135 0.6557
C -0.71425 0.19018 -1.97207 0.0192 -0.0008 -0.0114 -1.0785
H 3.26483 -4.28797 -1.90416 -0.0032 -0.0100 -0.0072 0.5182
C -1.54876 2.53883 -1.99012 0.0018 0.0224 -0.0115 -1.6862
S 2.57793 -0.62664 2.50550 -0.0361 -0.1121 -0.0405 -0.0988
N -1.13117 -0.77322 1.06409 0.1066 -0.1042 0.0133 0.9423
S -0.45198 -0.30086 3.72858 -0.1263 -0.0426 0.1851 -0.1021
S 2.33906 -1.20041 4.48629 -0.0326 0.0356 0.0954 -0.0188
S 1.01602 0.24365 5.07326 0.1042 -0.0364 -0.0124 -0.0245
H -5.72141 1.72976 0.06484 0.0002 -0.0031 -0.0013 0.4398
C 3.09835 -2.53905 -3.13791 -0.0251 0.0440 -0.0307 -0.6573
H -2.90123 -4.04173 2.29591 0.0003 0.0029 0.0048 0.4297
H -1.68196 -0.30224 -2.04847 -0.0181 0.0015 0.0172 0.3467
H 4.09666 -2.15640 -2.92576 0.0052 -0.0269 0.0101 0.3148
C -1.02882 5.33178 0.43390 -0.0006 -0.0016 0.0006 -0.0432
Br -1.85504 6.82357 -0.37034 0.0016 -0.0081 0.0012 -0.1736
C -0.43928 5.47560 1.65720 -0.0113 -0.0034 -0.0235 -0.2398
H -0.74165 -4.32535 -0.45324 0.0003 0.0002 -0.0026 0.4286
H -2.16117 4.58067 -2.00326 0.0005 -0.0052 -0.0022 0.4153
H -3.02503 -1.49579 -0.71176 -0.0126 0.0186 -0.0088 0.3075
C -1.63723 3.79690 -1.47273 -0.0176 0.0135 -0.0378 -1.1713
H -0.36002 0.33834 -2.99277 -0.0055 0.0007 0.0048 0.7685
```
Positions in Å, forces in eV/Å.

For the HOMO-LUMO gap, the calculation gives 6.9 eV. The HOMO energy is -0.39429 hartree. The calculation puts the total energy at -256833.3596 eV. As for the net charge: +1. The lowest unoccupied orbital energy comes out at -3.865 eV. The relative energy (zero: lowest compared OMol25 entry of this formula, charge and spin) is 9.3 kcal per mole.

=====

What is the lowest unoccupied orbital energy in the second record? 1.098 eV

=====

lowest unoccupied orbital energy of number 3 (C25H32Br2N2OS7SiTa)? -3.865 eV

=====

Look up the net charge of the second one. -1

=====

Which formula does entry 2 have? C7H14BBr15N